[1]
Entry from OMol25: an isolated molecule of C5H5NO (ωB97M-V/def2-TZVPD).

Positions of all 12 atoms, in Å:
1 H -1.55068 -1.04820 -0.65181
2 H 3.12792 -0.39261 1.23547
3 H 0.12035 1.41991 -0.05658
4 N -1.33199 -0.75429 2.49035
5 C -1.31207 -0.15907 -0.06145
6 C -1.33164 -0.48842 1.36514
7 O -0.03030 0.51530 -1.91917
8 H -2.07776 0.59537 -0.26687
9 C 2.25105 -0.40056 0.62869
10 C 0.03262 0.42488 -0.51465
11 H 0.87269 0.53844 -2.25923
12 C 1.22982 -0.25075 0.01010

As for the SMILES: C#C[C@@H](O)CC#N. The lowest unoccupied orbital energy comes out at 0.562 eV. For the HOMO energy, the calculation gives -10.53 eV.

***

[2]
Entry from OMol25: C5H5NO as an isolated structure (ωB97M-V/def2-TZVPD).

Positions of all 12 atoms, in Å:
1 C 1.22170 -1.20522 0.00402
2 H 2.04576 -0.47069 -0.12849
3 O 1.44555 -2.38544 0.12155
4 C -0.45487 0.22014 -1.27063
5 H -0.84451 -0.04290 -2.23435
6 H -1.38472 0.61065 1.36353
7 N -0.46384 2.35706 0.13612
8 H 0.40818 0.89463 1.59002
9 C -0.17967 -0.60695 -0.03711
10 H -0.89477 -1.40950 0.19011
11 C -0.39645 0.62429 0.91505
12 C -0.50235 1.41394 -0.64982

The lowest unoccupied orbital energy comes out at 0.155 eV. For the HOMO energy, the calculation gives -8.21 eV.

***

[3]
Entry from OMol25: an isolated molecule of C5H5NO (ωB97M-V/def2-TZVPD).

Positions of all 12 atoms, in Å:
1 H 1.13318 0.13720 0.79021
2 O -0.38130 0.63676 2.69077
3 C 1.15953 0.94410 -1.77948
4 H -0.11404 -0.73026 -1.92603
5 H 1.56137 -1.09300 -1.47734
6 C -0.86785 -0.40187 0.60883
7 N 1.47350 2.02513 -2.04408
8 H -1.68452 -0.78598 0.00233
9 C 0.36149 -0.24314 0.12417
10 C 0.73573 -0.38914 -1.32535
11 H -2.20271 -0.14841 2.34674
12 C -1.17438 0.04862 1.98922

As for the SMILES: N#CC/C=C/C=O. The lowest unoccupied orbital energy comes out at -0.288 eV. For the HOMO energy, the calculation gives -10.34 eV.

***

[4]
Entry from OMol25: an isolated molecule of C5H5NO (ωB97M-V/def2-TZVPD).

Positions of all 12 atoms, in Å:
1 C 0.24456 -0.91442 2.95092
2 C -0.73573 0.39509 0.02756
3 N -0.00757 0.12198 -1.01133
4 C 0.72115 1.13019 -1.76788
5 H 0.87725 -0.88650 3.81038
6 C -1.25145 -0.77209 0.74532
7 O -2.21061 -1.45900 0.43205
8 H 0.12312 -0.83231 -1.35275
9 H 1.79270 0.93347 -1.66919
10 C -0.48243 -0.92390 1.98764
11 H 0.43038 1.10458 -2.82182
12 H 0.49864 2.10292 -1.33090

The lowest unoccupied orbital energy comes out at 0.388 eV. For the HOMO energy, the calculation gives -8.91 eV.

***

[5]
Entry from OMol25: an isolated molecule of C5H5NO (ωB97M-V/def2-TZVPD).

Positions of all 12 atoms, in Å:
1 N -1.17570 -1.72004 -0.44291
2 O -1.17759 0.62212 0.54572
3 H 0.35843 2.19271 0.40291
4 H 0.64619 -0.18416 1.93953
5 H 0.98351 0.07664 -1.64074
6 C 0.16846 1.13982 0.20692
7 H -0.73127 0.72451 -1.80501
8 H 1.77511 -0.43185 0.52578
9 C 0.07236 0.40724 -1.14236
10 C -0.43606 -0.48350 -0.04702
11 C 0.78187 -0.11537 0.85653
12 C -1.26643 -2.27754 0.61203

The lowest unoccupied orbital energy comes out at 0.655 eV. For the HOMO energy, the calculation gives -10.21 eV.

***

[6]
Entry from OMol25: an isolated molecule of C5H5NO (ωB97M-V/def2-TZVPD).

Positions of all 12 atoms, in Å:
1 C -1.13498 -0.87617 0.96753
2 H -1.56472 -0.96010 1.98359
3 C 0.08743 0.50654 -0.79016
4 N 0.94927 -1.63107 -1.97974
5 C 1.10464 0.76204 0.27768
6 C -0.33702 0.37925 0.64949
7 H 1.91824 0.05179 0.37554
8 O -1.48775 -1.65588 0.11764
9 H 1.41287 1.80352 0.37406
10 H -0.84231 1.21879 1.12491
11 H -0.33204 1.30593 -1.38755
12 C 0.44175 -0.71311 -1.49076

As for the SMILES: N#C[C@@H]1C[C@@H]1C=O. The lowest unoccupied orbital energy comes out at 0.467 eV. For the HOMO energy, the calculation gives -10.19 eV.

***

[7]
Entry from OMol25: an isolated molecule of C5H5NO (ωB97M-V/def2-TZVPD).

Positions of all 12 atoms, in Å:
1 C -0.35313 0.06047 0.70781
2 O 1.63167 1.86162 0.69843
3 H 1.64981 2.02988 -1.30916
4 C 1.21519 1.57691 -0.39832
5 H -0.72929 1.12013 -1.14119
6 C 0.08531 0.59890 -0.61562
7 N -1.04722 -2.92278 -0.96679
8 H -0.30923 0.74716 1.54888
9 C -0.72477 -1.19669 0.94024
10 C -0.87386 -2.15870 -0.11330
11 H 0.42324 -0.19609 -1.29592
12 H -0.96771 -1.52081 1.94493

As for the SMILES: N#C/C=C\CC=O. The lowest unoccupied orbital energy comes out at 0.449 eV. For the HOMO energy, the calculation gives -10.38 eV.

***

[8]
Entry from OMol25: C5H5NO as an isolated structure (ωB97M-V/def2-TZVPD).

Positions of all 12 atoms, in Å:
1 C -1.08317 -0.79539 0.25469
2 H -1.07707 -1.88967 0.22605
3 C 1.58877 -1.25758 -0.32102
4 C 0.64420 2.31489 0.34314
5 H 0.79049 -0.94950 -1.01896
6 H -1.58461 0.63321 -0.92315
7 C 0.46968 1.10792 0.39804
8 C 0.24189 -0.24344 0.62184
9 H -1.66056 -0.50952 1.15996
10 N 2.61890 -1.65318 0.05537
11 H 0.90384 3.34979 0.35510
12 O -1.67520 -0.33162 -0.94159

The lowest unoccupied orbital energy (spin up / spin down) comes out at -1.610 / -1.634 eV. For the HOMO energy (spin up / spin down), the calculation gives -8.61 / -8.68 eV.

***

[9]
Entry from OMol25: an isolated molecule of C5H5NO (ωB97M-V/def2-TZVPD).

Positions of all 12 atoms, in Å:
1 H 0.27626 1.46681 -1.37148
2 N 0.95464 1.28612 1.47719
3 C -0.04392 0.46433 -1.10913
4 H -0.67943 -1.87513 -0.24047
5 O 1.95764 0.12778 0.21640
6 C 1.00841 -0.40182 -0.41237
7 C -0.09856 -1.15183 0.33313
8 C -0.16958 1.10297 1.23026
9 H -1.92879 0.27344 0.23424
10 H 0.17529 -1.53516 1.31007
11 H -0.61739 -0.00259 -1.91077
12 C -0.83458 0.24508 0.24292

As for the SMILES: N#CC1CC(=O)C1. The lowest unoccupied orbital energy comes out at 0.187 eV. For the HOMO energy, the calculation gives -9.95 eV.

***

[10]
Entry from OMol25: an isolated molecule of C5H5NO (ωB97M-V/def2-TZVPD).

Positions of all 12 atoms, in Å:
1 H 2.56798 1.35062 0.38951
2 C -1.89512 1.31067 -0.16604
3 H -2.49306 0.79566 0.54186
4 C 1.70017 0.95056 0.10113
5 C -0.59413 1.37676 -0.18203
6 N 0.60134 1.66768 0.01307
7 H -2.66387 1.53250 -0.83134
8 H 0.31402 -2.52689 1.08529
9 C 0.22870 -2.22118 0.08756
10 O 1.78875 -0.35524 -0.03935
11 C 0.83312 -1.17241 -0.40007
12 H -0.38790 -2.70874 -0.59959

The lowest unoccupied orbital energy (spin up / spin down) comes out at -0.153 / -0.239 eV. For the HOMO energy (spin up / spin down), the calculation gives -7.48 / -8.38 eV.

***

[11]
Entry from OMol25: an isolated molecule of C5H5NO (ωB97M-V/def2-TZVPD).

Positions of all 12 atoms, in Å:
1 H -0.66248 2.16093 -0.65815
2 H -0.39118 -2.83712 -0.04558
3 C -0.43098 -0.57930 0.64326
4 H -1.39660 -0.08496 0.81916
5 C -0.45253 -1.79366 -0.31026
6 H -0.03862 -0.88280 1.61980
7 N 0.30270 0.02471 -1.58416
8 C -0.03975 -1.16232 -1.40495
9 C 0.16933 1.84982 0.00915
10 H 1.61154 0.26053 0.17360
11 O 0.66506 2.59528 0.81595
12 C 0.57190 0.39665 -0.14481

As for the SMILES: O=C[C@H]1CC=C=N1. The lowest unoccupied orbital energy (spin up / spin down) comes out at -0.707 / -1.197 eV. For the HOMO energy (spin up / spin down), the calculation gives -8.86 / -8.70 eV.

***

[12]
Entry from OMol25: an isolated molecule of C5H5NO2 (ωB97M-V/def2-TZVPD).

Positions of all 13 atoms, in Å:
1 N -2.22263 -1.23388 -0.30236
2 C 1.97206 0.15306 -0.43066
3 H -2.21592 1.90642 0.52336
4 H 2.70495 -0.52455 -0.18197
5 C 0.82273 -0.15251 0.44877
6 C -0.96076 -1.03083 -0.15025
7 H 1.05784 -0.13365 1.45729
8 C -1.81648 0.93918 0.11183
9 O -2.76877 -0.01553 -0.06475
10 O 0.13156 -1.67747 0.26085
11 C -0.55975 0.34931 -0.00633
12 H 2.30239 1.19988 -0.21659
13 H 1.55277 0.22058 -1.44917

As for the SMILES: C[C@@H]1Oc2nocc21. The lowest unoccupied orbital energy comes out at 0.614 eV. For the HOMO energy, the calculation gives -9.41 eV.

***

Energy above the lowest of the compared OMol25 structures with the same formula, charge and spin values, unit kcal per mole, following the record order: 58.6; 113.4; 29.3; 94.0; 114.9; 47.0; 26.5; 155.3; 82.8; 151.9; 104.4; 118.2.